# C5H10S2

2 unconnected molecules or ions with the total composition C5H10S2 (wB97M-V/def2-TZVPD, OMol25).

* largest force on an atom: 0.90 eV/Å
* charge: 0
* E_HOMO: -8.228 eV
* total energy: -27015.9521 eV
* SMILES: C=CC=C.CSS

Positions of all 17 atoms, in Å:
S -1.539121 -0.517415 2.153062
S -1.757017 -2.573868 1.847168
C 0.787621 1.176389 0.005738
C -1.601772 -2.542589 0.061471
C 0.302187 2.111678 0.823222
C 1.847498 0.681904 -2.164300
C 1.343647 1.557608 -1.294586
H -2.328268 -1.847364 -0.357137
H 0.395636 3.145847 0.512227
H -1.854182 -3.545786 -0.273989
H 1.852904 -0.369689 -1.889665
H -0.603540 -2.304205 -0.301497
H 2.300807 0.923286 -3.112390
H -1.305534 -0.576035 3.473119
H 1.265370 2.597777 -1.596116
H 0.970361 0.148104 0.296276
H -0.076600 1.934356 1.817401

Forces on atoms 1 to 3 (eV/Å):
S -0.1 0.1 0.0
S 0.0 -0.1 0.3
C 0.6 0.6 0.0


# C5H10S2

A molecular structure, C5H10S2 at a distorted geometry (wB97M-V/def2-TZVPD, OMol25).

* largest force on an atom: 5.25 eV/Å
* charge: 0
* E_HOMO (alpha / beta): -7.630 / -7.326 eV
* total energy: -27013.0115 eV

Positions of all 17 atoms, in Å:
S 1.408400 -0.471427 -0.037211
S -1.211033 -1.406434 0.240053
C -3.514346 -0.020293 -0.142018
C -0.100245 -0.169151 0.941359
C -2.351023 -0.528956 -0.960518
C 4.028947 -0.537117 -0.677895
C 3.098418 -0.336121 0.412296
H -4.250972 -0.776511 0.128777
H 3.223951 0.048992 1.436090
H -2.554434 -1.141592 -1.772058
H -3.177304 0.457446 0.739881
H 4.922597 0.162807 -0.500295
H 3.622025 -0.498147 -1.721278
H -1.738921 0.277774 -0.971755
H 4.319559 -1.685028 -0.706711
H 0.080255 0.145259 2.013651
H -4.008233 0.707498 -0.733235

Forces on atoms 1 to 3 (eV/Å):
S 0.4 0.2 0.7
S 0.4 -0.5 0.8
C -0.9 -1.1 -0.9


# C5H10S2

A molecular structure, C5H10S2 at a distorted geometry (wB97M-V/def2-TZVPD, OMol25).

* largest force on an atom: 3.72 eV/Å
* charge: 0
* E_HOMO: -8.365 eV
* total energy: -27014.7629 eV

Positions of all 17 atoms, in Å:
S -0.948358 0.318300 2.526344
S 1.903400 1.642892 -0.585127
C -0.465123 0.592182 -1.328790
C 1.578137 -0.472959 1.764885
C 0.188539 -0.251274 1.178919
C 0.206161 1.210659 -0.179963
C -1.696264 0.792972 -1.743085
H 2.177751 0.482652 1.899741
H -2.154487 0.319074 -2.574390
H 2.381340 1.655288 0.785819
H -1.926462 0.759184 1.767834
H -0.075376 -0.988948 0.392820
H -2.471235 1.465125 -1.307754
H 1.558815 -0.762527 2.766250
H 0.257634 -0.171773 -1.747591
H -0.308821 1.973216 0.289679
H 2.090449 -1.278513 1.245851

Forces on atoms 1 to 3 (eV/Å):
S 1.1 -1.0 -0.7
S 0.4 0.2 2.0
C 1.7 -1.0 0.0


# C5H10S3

C5H10S3 in the gas phase at a distorted geometry (wB97M-V/def2-TZVPD, OMol25).

* largest force on an atom: 1.92 eV/Å
* charge: 0
* E_HOMO: -8.609 eV
* total energy: -37852.2526 eV
* SMILES: CCSCSC(C)=S

Positions of all 18 atoms, in Å:
S 1.693132 2.950459 -0.437958
S -0.405936 -1.504469 1.207878
S -0.678749 1.502828 0.325680
C 0.837048 1.552345 -0.531946
C -1.156464 -3.033273 0.520983
C 1.274984 0.317067 -1.251464
C -1.260806 -0.254024 0.239704
C -0.626152 -3.433200 -0.858013
H 1.423109 -0.448067 -0.489576
H 0.454283 -3.632051 -0.864312
H 0.540648 -0.021711 -1.974474
H -1.424799 -0.590279 -0.812221
H 2.237284 0.515060 -1.743515
H -2.202690 -2.873688 0.576611
H -1.129207 -4.331608 -1.113038
H -2.306246 -0.221883 0.563323
H -0.861780 -3.831203 1.210964
H -0.877410 -2.639136 -1.598928

Forces on atoms 1 to 3 (eV/Å):
S -0.4 -0.6 -0.2
S 0.5 -0.2 0.3
S -0.2 -1.1 0.1


# C5H10Si

C5H10Si in the gas phase at a distorted geometry (wB97M-V/def2-TZVPD, OMol25).

* largest force on an atom: 3.93 eV/Å
* charge: 0
* E_HOMO: -8.953 eV
* total energy: -13221.9053 eV
* SMILES: C=CC(=C)C[SiH3]

Positions of all 16 atoms, in Å:
Si -2.212550 0.074660 0.287511
C -0.768316 -0.470874 -0.835706
C 0.673374 -0.700238 -0.087787
C 1.424263 0.565113 0.249351
C 1.194826 -1.873583 0.253222
C 1.201018 1.829177 -0.151470
H 2.138754 -1.795124 0.887935
H -3.313359 0.910791 -0.349541
H 0.412632 2.035073 -0.832145
H -0.477926 0.359222 -1.483232
H -0.778255 -1.359679 -1.487575
H 2.049010 0.273705 1.070770
H -1.309112 1.119280 1.177790
H 0.677338 -2.741786 0.004604
H -2.779964 -0.913511 1.091751
H 1.868261 2.687772 0.204520

Forces on atoms 1 to 3 (eV/Å):
Si 2.5 3.1 -0.2
C 2.9 -1.1 0.2
C -2.2 2.1 -0.6


# C5H10Si

C5H10Si in the gas phase at a distorted geometry (wB97M-V/def2-TZVPD, OMol25).

* largest force on an atom: 4.58 eV/Å
* charge: 0
* E_HOMO (alpha / beta): -5.667 / -8.910 eV
* multiplicity: 3
* total energy: -13218.7116 eV
* <S²>: 2.005

Positions of all 16 atoms, in Å:
Si -1.921737 0.488452 -0.223533
C -0.142968 0.872686 -0.762462
C -2.415409 -0.582713 1.135630
C 1.503600 -1.123521 -0.583836
C 1.498343 0.607291 1.035257
C 0.976554 0.130343 -0.085714
H 2.516756 -0.971930 -0.967569
H 2.279602 -0.072080 1.472238
H -2.691831 1.200248 -1.291501
H 0.044791 0.819119 -1.835349
H 1.570360 -1.827718 0.105985
H -0.114991 1.946321 -0.505201
H -1.578696 -0.682829 1.827457
H 0.954171 -1.551011 -1.400138
H 1.116115 1.438162 1.638185
H -3.347652 -0.025357 1.621807

Forces on atoms 1 to 3 (eV/Å):
Si 1.0 1.9 -3.0
C 0.4 0.0 0.3
C -2.2 1.2 2.2


# C5H11BN

A gas-phase ion, C5H11BN (charge +1) at a distorted geometry (wB97M-V/def2-TZVPD, OMol25).

* largest force on an atom: 4.73 eV/Å
* charge: +1
* E_HOMO: -14.694 eV
* total energy: -7520.1260 eV
* SMILES: C[N@H+]1C=CCBC1

Positions of all 18 atoms, in Å:
N -0.120115 0.242766 -1.059215
C 0.029860 -1.579204 0.605616
C -0.492834 -0.798661 1.851611
C -0.871454 1.175859 -0.244020
C 1.255676 0.678653 -1.258218
C 0.012666 -1.138749 -0.613908
B -0.253039 0.741494 1.551745
H -0.894147 2.197136 -0.580849
H 0.267595 -1.841522 -1.538079
H 1.219160 1.739212 -1.716712
H -0.180175 -1.269585 2.746164
H -0.502897 0.130833 -2.047807
H -1.505810 -0.882236 1.715669
H 0.242655 -2.564906 0.755175
H 1.771492 -0.062615 -1.855289
H 0.210555 1.564893 2.169963
H -1.869848 0.846674 -0.128701
H 1.680658 0.819957 -0.353144

Forces on atoms 1 to 3 (eV/Å):
N -0.7 -0.9 -2.8
C -1.5 2.6 1.7
C 2.9 1.4 -2.4


# C5H11BO

2 unconnected molecules or ions with the total composition C5H11BO (wB97M-V/def2-TZVPD, OMol25).

* largest force on an atom: 0.86 eV/Å
* charge: 0
* E_HOMO: -9.876 eV
* total energy: -8085.5207 eV
* SMILES: C=CC(C)=O.BC

Positions of all 18 atoms, in Å:
O 0.524333 0.189973 -1.303463
C 2.037405 -0.533620 0.367387
C 1.927682 -1.831109 0.106639
C 1.468878 1.894378 0.079699
C 1.261537 0.477346 -0.387910
C -3.015813 -0.547416 -0.538692
B -2.081149 0.105556 0.529524
H 2.491187 -2.578966 0.640459
H 2.692132 -0.162157 1.142822
H -2.379669 -0.960636 -1.323296
H 1.087714 1.988465 1.096372
H 2.532018 2.133138 0.093062
H 0.937117 2.585653 -0.568453
H -2.036458 1.264136 0.684856
H -3.574989 -1.394061 -0.138220
H -1.407904 -0.585439 1.199308
H 1.255242 -2.174889 -0.666687
H -3.719263 0.129653 -1.013410

Forces on atoms 1 to 3 (eV/Å):
O -0.2 -0.1 0.0
C 0.0 -0.5 0.0
C 0.0 0.2 0.0


# C5H11BiO4

A molecular structure, C5H11BiO4 at a distorted geometry (wB97M-V/def2-TZVPD, OMol25).

* largest force on an atom: 6.40 eV/Å
* charge: +1
* E_HOMO (alpha / beta): -13.453 / -13.458 eV
* multiplicity: 2
* total energy: -19378.8478 eV
* <S²>: 0.754

Positions of all 21 atoms, in Å:
Bi 0.826559 -0.884819 1.600618
O -0.421513 0.498156 2.002339
O -0.683958 2.765994 -0.751349
O -0.354338 -1.180716 -0.099932
O 1.893076 -2.323547 0.856838
C 0.378245 -1.907207 -1.025041
C -1.488815 0.687311 1.131118
C 0.447736 3.166385 -0.087249
C 1.286218 -2.959897 -0.183182
C -1.071762 0.420606 -0.317357
H 1.082601 -1.242262 -1.554378
H -2.358373 0.038903 1.367335
H 1.324925 2.547196 -0.349537
H 0.363033 3.051875 1.007922
H -0.266809 -2.450534 -1.732995
H 1.993227 -3.400885 -0.910299
H 0.573321 -3.742632 0.145470
H -1.954983 0.327530 -0.967808
H -1.935287 1.696959 1.216674
H 0.600568 4.231848 -0.357852
H -0.233671 0.659734 -0.991335

Forces on atoms 1 to 3 (eV/Å):
Bi 4.3 0.0 4.8
O -4.3 3.7 0.3
O 0.1 0.4 -0.1


# C5H11BrNO

2 unconnected molecules or ions with the total composition C5H11BrNO at a distorted geometry (wB97M-V/def2-TZVPD, OMol25).

* largest force on an atom: 4.80 eV/Å
* charge: +1
* E_HOMO: -13.970 eV
* total energy: -78933.7948 eV

Positions of all 19 atoms, in Å:
Br -1.895764 0.218795 -2.021664
O 0.936435 -1.402086 1.530467
N -0.646525 0.758042 0.936853
C -0.454987 2.047074 1.533261
C -0.588399 -1.029319 -1.334459
C -1.076153 -2.175152 -0.517137
C 1.382837 -0.633125 0.688829
C 0.463380 0.299435 0.019738
H 0.514537 2.212053 1.882984
H -0.607710 2.856843 0.847282
H -0.563282 -0.019257 1.685461
H -2.138280 -1.975416 -0.076512
H 0.694029 1.111659 -0.561713
H 2.311862 -0.632423 0.309080
H -1.111539 2.299326 2.401981
H -0.438576 -2.377035 0.262219
H -0.964457 -3.054224 -1.115918
H -1.505902 0.761542 0.493131
H 0.277582 -1.096476 -2.074637

Forces on atoms 1 to 3 (eV/Å):
Br 0.4 -0.6 0.2
O 0.6 0.8 -0.1
N 3.1 -2.9 2.2


What is the charge in the sixth record? 0